# 1
Molecular formula: C13H26N2O3
Method: DFT, ωB97M-V/def2-TZVPD

Calculated values
HOMO energy (eV): -9.39
SMILES string: COC(=O)[C@H](CC(C)C)NC(=O)[C@H](N)CC(C)C
Gap between HOMO and LUMO (hartree): 0.3700
E (eV): -23026.9496

Structure (ORCA input):
```
! RIJCOSX wB97M-V def2-TZVPD def2/J DEFGRID3
* xyz 0 1
C -1.44 3.06 2.91
H -0.63 3.37 3.58
H -2.10 2.37 3.41
H -1.98 3.95 2.58
O -0.90 2.37 1.79
C -0.06 3.06 1.01
O 0.22 4.22 1.20
C 0.48 2.22 -0.13
N -0.21 0.96 -0.24
C 0.34 -0.21 0.15
O 1.49 -0.32 0.52
C -0.63 -1.39 0.03
N -2.00 -0.91 0.02
H -2.64 -1.66 -0.24
H -2.26 -0.60 0.96
C -0.31 -2.41 1.13
H 0.77 -2.57 1.14
C -1.02 -3.76 0.98
C -0.50 -4.54 -0.22
H -0.69 -4.02 -1.15
H 0.57 -4.70 -0.14
H -0.98 -5.52 -0.28
C -0.83 -4.59 2.25
H -1.33 -5.55 2.17
H -1.23 -4.07 3.12
H 0.23 -4.77 2.43
H -2.10 -3.59 0.85
H -0.59 -1.97 2.09
H -0.43 -1.84 -0.95
H -1.19 0.95 -0.48
H 1.52 1.98 0.13
C 0.45 3.03 -1.44
H 0.67 4.07 -1.17
H -0.57 2.99 -1.84
C 1.44 2.58 -2.52
C 1.18 1.15 -2.99
H 0.13 1.01 -3.25
H 1.78 0.93 -3.87
H 1.44 0.44 -2.21
C 2.89 2.73 -2.07
H 3.56 2.58 -2.91
H 3.06 3.73 -1.67
H 3.14 2.00 -1.31
H 1.27 3.25 -3.37
*
```

# 2
Molecular formula: C2H10N5O
Method: DFT, ωB97M-V/def2-TZVPD

Calculated values
HOMO energy (eV): -13.72
Gap between HOMO and LUMO (hartree): 0.1953
E (eV): -11723.8999

Structure (ORCA input):
```
! RIJCOSX wB97M-V def2-TZVPD def2/J DEFGRID3
* xyz 1 1
N -1.57 -1.21 0.24
C -0.75 -0.29 -0.53
N 0.45 -0.95 -1.29
N -1.54 0.36 -1.45
H -2.26 -0.63 0.71
H -2.15 -1.62 -0.49
H 0.59 -1.70 -0.61
H -0.07 -1.40 -2.05
H -0.93 0.71 -2.18
H -2.14 -0.34 -1.88
N 0.76 0.20 1.93
C 1.61 1.22 1.52
N 1.98 1.15 0.20
O 1.80 2.16 2.25
H 0.46 0.27 2.89
H 0.22 -0.42 1.34
H 1.56 0.43 -0.35
H 1.97 2.06 -0.24
*
```

# 3
Molecular formula: C34H37ErN5
Method: DFT, ωB97M-V/def2-TZVPD

Calculated values
HOMO energy (spin up / spin down) (eV): -1.91 / -1.93
⟨S²⟩: 3.758
Gap between HOMO and LUMO (spin up / spin down) (hartree): 0.1351 / 0.1358
E (eV): -70922.0482

Structure (ORCA input):
```
! RIJCOSX wB97M-V def2-TZVPD def2/J DEFGRID3
* xyz -1 4
Er 0.48 -0.29 0.32
N 3.69 -3.23 2.66
N 2.21 1.65 -0.07
C -2.21 -0.04 0.52
C -1.57 -0.11 1.80
C -1.36 -1.50 2.09
C -0.79 -2.05 3.29
H -0.75 -1.37 4.14
H 0.65 -2.27 2.95
H -1.07 -3.08 3.53
C -1.78 -2.27 0.96
C -1.73 -3.74 0.87
H -2.69 -4.22 1.11
H -0.98 -4.17 1.55
H -1.46 -4.07 -0.15
C -2.34 -1.38 0.02
C -3.06 -1.81 -1.20
H -2.42 -2.46 -1.82
H -3.38 -0.97 -1.82
H -3.96 -2.40 -0.96
C -1.28 1.02 2.73
H -2.04 1.14 3.51
H -1.22 1.98 2.20
H -0.32 0.87 3.25
C -2.82 1.18 -0.08
H -2.75 1.15 -1.18
H -2.31 2.09 0.25
H -3.89 1.31 0.17
C 4.41 -4.04 1.92
H 4.58 -5.00 2.36
C 4.91 -3.68 0.67
H 5.59 -4.38 0.19
C 4.48 -2.49 0.09
H 4.97 -2.16 -0.83
C 3.42 -1.79 0.68
H 3.14 -0.78 0.32
C 2.94 -2.41 1.91
C 1.82 -2.20 2.73
H 1.67 -1.08 2.70
C 1.09 2.06 -0.66
C 2.48 2.59 0.99
H 3.09 2.38 1.88
C 1.99 3.76 0.49
H 2.26 4.76 0.81
N 1.09 3.42 -0.55
C -0.07 4.01 -1.02
C -0.74 4.86 -0.14
C -1.89 5.43 -0.69
H -2.36 6.23 -0.13
C -2.37 5.02 -1.92
C -3.50 5.75 -2.53
H -4.10 5.08 -3.13
H -3.16 6.56 -3.18
H -4.11 6.19 -1.75
C -1.80 3.95 -2.61
H -2.21 3.59 -3.54
C -0.63 3.36 -2.13
C -0.08 2.13 -2.80
H 1.01 1.94 -2.63
H -0.20 2.25 -3.90
H -0.62 1.18 -2.58
C -0.33 5.09 1.28
H 0.72 5.39 1.39
H -0.49 4.21 1.94
H -0.92 5.92 1.69
N 2.19 -6.72 0.59
C 1.89 -5.79 -0.06
C 1.52 -4.66 -0.88
C 1.47 -4.75 -2.27
C 1.03 -3.63 -2.98
C 0.68 -2.46 -2.30
N 0.82 -2.34 -0.96
C 1.17 -3.46 -0.27
H 1.76 -5.68 -2.75
H 0.95 -3.67 -4.06
H 0.29 -1.58 -2.82
H 1.25 -3.36 0.81
*
```

# 4
Molecular formula: C5H8NO
Method: DFT, ωB97M-V/def2-TZVPD

Calculated values
HOMO energy (eV): -15.48
SMILES string: C[C@H]1C[N+]2=C[C@H]2O1
Gap between HOMO and LUMO (hartree): 0.3340
E (eV): -8840.3874

Structure (ORCA input):
```
! RIJCOSX wB97M-V def2-TZVPD def2/J DEFGRID3
* xyz 1 1
C -0.96 0.87 -0.79
C -0.15 0.33 1.44
C -1.43 -0.45 -0.43
C 0.57 -0.75 0.48
C 1.38 -0.07 -0.67
N -1.13 0.64 0.50
O -0.45 -1.40 -0.13
H -1.17 1.77 -1.41
H -0.45 -0.17 2.29
H 0.56 1.18 1.50
H -2.48 -0.63 -0.64
H 1.11 -1.55 0.96
H 0.70 0.09 -1.55
H 2.04 -0.70 -1.14
H 1.85 0.85 -0.42
*
```

# 5
Molecular formula: C21H12Cl5IrN4OS2
Method: DFT, ωB97M-V/def2-TZVPD

Calculated values
HOMO energy (spin up / spin down) (eV): -3.15 / -4.44
⟨S²⟩: 8.779
Gap between HOMO and LUMO (spin up / spin down) (hartree): 0.1909 / 0.2171
E (eV): -117098.9941

Structure (ORCA input):
```
! RIJCOSX wB97M-V def2-TZVPD def2/J DEFGRID3
* xyz -1 6
Ir -0.75 -0.15 1.31
N 0.83 -4.44 2.41
C 0.79 -3.08 2.22
S 0.00 -2.12 3.41
N 1.40 -2.62 1.18
N 1.29 -1.28 0.96
C 2.19 -0.81 0.18
C 2.24 0.51 -0.38
C 3.06 0.74 -1.49
C 3.03 1.92 -2.19
C 2.15 2.93 -1.77
C 1.39 2.77 -0.64
C 1.43 1.57 0.13
O 0.78 1.48 1.24
H 0.17 -4.80 3.07
H 1.03 -5.00 1.60
H 2.95 -1.52 -0.17
H 3.73 -0.06 -1.81
H 3.65 2.07 -3.06
H 2.08 3.85 -2.34
H 0.73 3.56 -0.28
Cl -3.27 -2.16 1.65
C -3.12 -1.13 3.04
C -2.04 -0.26 3.07
C -1.91 0.54 4.19
Cl -0.60 1.66 4.24
C -2.80 0.46 5.26
Cl -2.58 1.45 6.66
C -3.87 -0.43 5.21
Cl -4.99 -0.53 6.51
C -4.04 -1.23 4.08
Cl -5.36 -2.33 3.98
N -0.79 -0.74 -0.77
C -0.47 -0.33 -1.80
C -0.07 0.17 -3.05
C 0.91 -0.49 -3.80
C 1.27 -0.01 -5.04
C 0.67 1.13 -5.56
C -0.30 1.80 -4.81
C -0.67 1.33 -3.57
H 1.38 -1.37 -3.38
H 2.03 -0.53 -5.62
H 0.96 1.51 -6.53
H -0.76 2.69 -5.21
H -1.41 1.85 -2.98
S -2.35 1.44 0.66
*
```

# 6
Molecular formula: C5H13NO
Method: DFT, ωB97M-V/def2-TZVPD

Calculated values
HOMO energy (eV): -8.66
SMILES string: CC/C=C(/C)N.O
Gap between HOMO and LUMO (hartree): 0.3472
E (eV): -8932.3503

Structure (ORCA input):
```
! RIJCOSX wB97M-V def2-TZVPD def2/J DEFGRID3
* xyz 0 1
C 1.04 -2.67 -0.96
C 0.52 -1.73 0.14
N -1.67 0.03 -0.87
C -0.34 0.48 -0.70
C 0.66 -0.28 -0.25
C 0.10 1.90 -1.03
H 0.85 -3.71 -0.70
H 0.56 -2.53 -1.90
H 2.11 -2.61 -1.17
H 1.11 -1.93 1.03
H -0.53 -1.95 0.26
H -2.29 -0.14 -0.10
H -1.67 -0.76 -1.51
H 1.69 -0.02 -0.47
H -0.70 2.43 -1.56
H 0.25 2.45 -0.10
H 1.00 1.95 -1.61
H -1.02 1.64 3.24
H 0.45 2.04 3.61
O -0.21 2.03 2.91
*
```

What is the E in the third record? -70922.0482 eV